[1]
The following is a DFT calculation (ωB97M-V with the def2-TZVPD basis set) of a cluster of 3 separate species, C21H41Br2N2O2P in total.

```
69
Properties=species:S:1:pos:R:3
C -4.25 2.91 5.49
C -5.69 2.90 5.00
Br -6.25 1.45 3.86
C -6.59 3.94 5.36
P -8.33 3.97 4.79
Br -5.95 5.34 6.50
H -3.72 3.77 5.09
H -3.82 1.96 5.19
H -4.32 3.01 6.57
H -8.40 3.24 3.58
H -9.01 3.23 5.80
C -1.56 0.13 0.08
C -1.75 0.85 1.43
C -1.76 2.37 1.21
C -0.38 2.94 0.91
C 0.63 2.51 1.97
C 0.67 1.00 2.18
N -0.69 0.43 2.39
O -1.08 0.74 3.58
C 1.35 0.33 0.98
C 1.59 0.68 3.35
C -3.14 0.43 1.91
H -1.01 0.72 -0.65
H -1.06 -0.83 0.20
H -2.52 -0.10 -0.39
H -2.15 2.87 2.10
H -2.44 2.62 0.40
H -0.04 2.63 -0.09
H -0.43 4.03 0.88
H 1.63 2.87 1.69
H 0.39 3.01 2.91
H 1.31 -0.76 1.06
H 2.40 0.62 0.92
H 0.92 0.60 0.02
H 1.29 1.18 4.27
H 2.61 1.01 3.13
H 1.62 -0.39 3.55
H -3.18 -0.65 2.07
H -3.89 0.68 1.16
H -3.44 0.93 2.82
C 4.46 -2.80 -2.35
C 2.92 -2.89 -2.36
C 2.48 -4.12 -3.17
C 2.65 -3.94 -4.68
C 1.97 -2.65 -5.15
C 2.41 -1.42 -4.36
N 2.34 -1.63 -2.89
O 1.10 -1.59 -2.55
C 3.85 -1.04 -4.78
C 1.58 -0.22 -4.80
C 2.54 -3.12 -0.90
H 4.93 -3.24 -3.23
H 4.80 -1.77 -2.27
H 4.89 -3.32 -1.49
H 1.43 -4.34 -2.97
H 3.05 -4.99 -2.85
H 3.71 -3.93 -4.95
H 2.21 -4.79 -5.20
H 2.16 -2.50 -6.21
H 0.88 -2.78 -5.06
H 4.22 -0.21 -4.17
H 3.87 -0.72 -5.82
H 4.56 -1.86 -4.71
H 0.51 -0.38 -4.66
H 1.73 -0.01 -5.86
H 1.86 0.68 -4.24
H 2.84 -2.27 -0.29
H 3.04 -4.00 -0.51
H 1.47 -3.29 -0.76
```

Net charge = 0
Frontier orbital gap (alpha / beta) = 9.11 / 8.61 eV
Lowest unoccupied orbital energy (alpha / beta) = 0.63 / 0.11 eV
Multiplicity = 3


[2]
The following is a DFT calculation (ωB97M-V with the def2-TZVPD basis set) of a cluster of 13 separate species, C33H57Cl3O44S8 in total.

```
145
Properties=species:S:1:pos:R:3
C -0.24 -0.11 -0.46
Cl 1.03 -0.84 0.65
Cl -1.25 -1.38 -1.24
Cl 0.64 0.95 -1.62
H -0.97 0.46 0.12
C 3.74 -3.46 0.45
C 2.67 -4.47 0.11
C 2.55 -5.67 1.12
O 1.22 -5.60 1.52
C 0.63 -4.61 1.01
O -0.52 -4.44 1.27
O 1.43 -3.84 0.28
H 3.68 -2.52 -0.11
H 4.74 -3.89 0.48
H 3.63 -3.10 1.47
H 2.60 -4.71 -0.95
H 3.30 -5.58 1.91
H 2.64 -6.54 0.48
C 5.86 3.43 -1.45
C 5.85 2.06 -0.73
C 4.77 1.86 0.38
O 4.02 0.76 -0.13
C 4.47 0.41 -1.33
O 3.90 -0.45 -1.99
O 5.50 1.12 -1.70
H 6.30 4.12 -0.73
H 4.84 3.74 -1.64
H 6.35 3.43 -2.42
H 6.84 1.95 -0.29
H 4.10 2.72 0.35
H 5.16 1.68 1.38
C -3.21 3.62 2.44
C -4.73 3.71 2.23
C -5.44 2.90 3.39
O -6.41 3.95 3.84
C -6.02 5.18 3.34
O -6.33 6.31 3.82
O -4.98 5.07 2.49
H -2.95 4.12 3.36
H -2.80 4.23 1.63
H -2.76 2.63 2.55
H -5.18 3.38 1.29
H -4.78 2.75 4.24
H -5.95 2.00 3.03
C -2.48 3.90 -1.56
C -3.13 3.12 -2.78
C -3.22 3.83 -4.13
O -2.65 2.98 -4.98
C -2.16 1.86 -4.28
O -1.45 1.03 -4.77
O -2.46 1.97 -3.00
H -1.72 4.61 -1.90
H -2.03 3.25 -0.83
H -3.22 4.50 -1.03
H -4.09 2.70 -2.47
H -2.77 4.81 -4.24
H -4.29 3.87 -4.37
C 5.26 -0.65 4.24
C 6.62 -0.27 4.42
O 7.25 -0.51 3.21
S 6.66 -1.86 2.50
O 7.46 -3.03 2.90
O 6.46 -1.67 1.08
O 5.28 -1.77 3.43
H 4.72 0.15 3.73
H 4.87 -0.86 5.24
H 7.02 -0.88 5.24
H 6.70 0.80 4.60
C 1.65 5.00 2.26
C 1.24 4.43 0.95
O 1.61 3.07 1.14
S 1.04 2.51 2.60
O 1.90 1.45 3.17
O -0.37 2.26 2.49
O 1.35 4.07 3.28
H 1.09 5.91 2.47
H 2.73 5.16 2.21
H 1.87 4.87 0.18
H 0.18 4.57 0.75
C 1.71 -2.86 5.10
C 0.79 -1.91 4.36
O -0.41 -2.19 5.06
S -0.13 -2.33 6.70
O -0.85 -3.53 7.19
O -0.21 -1.11 7.47
O 1.43 -2.64 6.49
H 2.77 -2.75 4.86
H 1.55 -3.91 4.84
H 0.80 -2.19 3.31
H 1.20 -0.90 4.47
C -3.31 -3.50 -3.06
C -3.62 -4.51 -4.20
O -3.52 -5.78 -3.50
S -2.35 -5.72 -2.36
O -1.05 -5.76 -3.02
O -2.60 -6.72 -1.29
O -2.79 -4.20 -1.98
H -4.11 -2.91 -2.62
H -2.59 -2.74 -3.36
H -2.77 -4.53 -4.87
H -4.60 -4.46 -4.68
C -2.83 -3.20 3.16
C -3.07 -2.40 1.93
O -3.79 -1.31 2.34
S -3.53 -0.85 3.87
O -4.72 -0.14 4.43
O -2.22 -0.29 4.04
O -3.49 -2.47 4.25
H -1.76 -3.30 3.32
H -3.27 -4.19 3.14
H -3.76 -2.89 1.24
H -2.10 -2.05 1.56
C 1.95 -1.17 -4.28
C 1.43 -2.29 -3.36
O 0.17 -2.41 -3.92
S 0.27 -2.44 -5.57
O -1.06 -2.12 -6.08
O 0.91 -3.68 -6.03
O 1.27 -1.15 -5.50
H 2.96 -1.41 -4.61
H 2.08 -0.20 -3.81
H 1.48 -2.08 -2.29
H 1.89 -3.27 -3.48
C -7.01 -0.08 -0.82
C -6.50 -1.55 -0.65
O -5.15 -1.26 -0.41
S -4.57 0.08 -1.30
O -3.89 -0.32 -2.54
O -3.78 0.94 -0.42
O -6.05 0.66 -1.53
H -7.15 0.34 0.18
H -7.93 -0.10 -1.40
H -6.56 -2.24 -1.49
H -6.91 -1.99 0.26
C 2.89 2.77 -4.03
C 1.62 2.35 -4.81
O 1.54 3.28 -5.93
S 2.68 4.46 -5.93
O 2.21 5.82 -6.10
O 3.74 3.98 -6.79
O 3.08 4.18 -4.35
H 3.72 2.20 -4.45
H 2.75 2.65 -2.96
H 0.71 2.45 -4.23
H 1.60 1.31 -5.15
```

Net charge = 0
Frontier orbital gap = 10.16 eV
Lowest unoccupied orbital energy = -0.45 eV
Multiplicity = 1


[3]
The following is a DFT calculation (ωB97M-V with the def2-TZVPD basis set) of an isolated molecule of C3H8O2.

```
13
Properties=species:S:1:pos:R:3
C 0.15 0.53 -2.28
C 0.03 -0.06 -0.01
C -0.34 -0.46 2.27
H -0.54 0.65 -3.15
H 0.74 1.45 -2.18
H 0.78 -0.33 -2.42
H 0.80 0.70 0.22
H 0.59 -1.02 -0.20
H 0.22 -1.42 2.26
H 0.33 0.33 2.59
H -1.14 -0.54 3.01
O -0.71 0.31 -1.13
O -0.90 -0.14 1.01
```

Net charge = 0
Energy relative to the best compared isomer or geometry (same formula, charge and spin) = 39.13 kcal per mole
Frontier orbital gap = 10.82 eV
SMILES = COCOC
Lowest unoccupied orbital energy = 1.07 eV
Multiplicity = 1


[4]
The following is a DFT calculation (ωB97M-V with the def2-TZVPD basis set) of an isolated molecule of C19H26N4O4S.

```
54
Properties=species:S:1:pos:R:3
C -2.30 1.10 4.31
N -1.88 0.77 2.97
C -1.80 -0.66 2.77
H -2.77 -1.10 2.97
H -1.55 -0.86 1.72
H -1.06 -1.16 3.41
C -0.71 1.49 2.52
C 0.60 1.26 3.30
C 1.74 2.12 2.75
N 2.07 1.74 1.40
C 1.75 2.47 0.32
N 1.93 1.92 -0.91
C 2.44 0.57 -1.10
C 1.37 -0.47 -0.88
C 0.36 -0.68 -1.76
C -0.66 -1.66 -1.54
C -0.56 -2.45 -0.38
C -1.51 -3.44 -0.09
C -2.53 -3.60 -0.99
C -2.63 -2.82 -2.15
C -1.72 -1.85 -2.45
H -1.80 -1.25 -3.34
O -3.74 -3.20 -2.85
C -4.34 -4.23 -2.10
O -3.57 -4.48 -0.95
H -4.39 -5.15 -2.71
H -5.36 -3.94 -1.81
H -1.44 -4.05 0.80
N 0.48 -2.23 0.48
C 1.45 -1.26 0.33
O 2.29 -1.12 1.21
H 0.54 -2.79 1.32
H 0.29 -0.09 -2.66
H 3.28 0.38 -0.44
H 2.80 0.51 -2.13
C 1.70 2.72 -2.10
C 3.00 3.38 -2.59
O 3.70 4.03 -1.58
H 3.06 4.51 -1.02
H 2.74 4.07 -3.41
H 3.69 2.63 -2.99
H 1.28 2.09 -2.88
H 0.98 3.50 -1.84
S 1.18 4.03 0.48
H 2.36 0.78 1.31
H 2.63 1.99 3.37
H 1.45 3.17 2.76
H 0.89 0.21 3.24
H 0.45 1.52 4.35
H -0.55 1.23 1.47
H -0.95 2.56 2.55
H -2.33 2.18 4.41
H -3.31 0.71 4.46
H -1.65 0.69 5.09
```

Net charge = 0
Energy relative to the best compared isomer or geometry (same formula, charge and spin) = 57.73 kcal per mole
Frontier orbital gap = 7.57 eV
SMILES = CN(C)CCCNC(=S)N(CCO)Cc1cc2cc3c(cc2[nH]c1=O)OCO3
Lowest unoccupied orbital energy = -0.20 eV
Multiplicity = 1


[5]
The following is a DFT calculation (ωB97M-V with the def2-TZVPD basis set) of a cluster of 12 separate species, C44H103Br14O20P5 in total.

```
186
Properties=species:S:1:pos:R:3
Br 0.20 -2.62 7.26
C 1.87 -1.80 7.57
C 2.93 -2.48 6.78
Br 4.57 -1.57 7.23
H 2.03 -1.73 8.64
H 1.77 -0.79 7.15
H 2.77 -2.36 5.71
H 3.05 -3.54 7.04
Br 5.29 -1.23 3.21
C 6.02 0.44 2.74
C 7.26 0.78 3.55
Br 8.09 2.41 3.08
H 5.25 1.18 2.97
H 6.25 0.52 1.66
H 8.04 0.02 3.46
H 7.08 0.83 4.63
Br -5.42 2.63 5.02
C -4.20 1.75 3.89
C -4.48 2.00 2.43
Br -3.35 1.08 1.21
H -4.21 0.68 4.11
H -3.23 2.13 4.18
H -4.42 3.05 2.21
H -5.49 1.62 2.18
Br 2.68 1.50 4.92
C 1.03 2.54 4.72
C 0.24 2.11 3.52
Br -0.42 0.28 3.71
H 1.38 3.56 4.55
H 0.50 2.52 5.69
H 0.83 2.27 2.62
H -0.68 2.70 3.42
Br 4.85 -2.70 -0.82
C 5.53 -1.43 -2.07
C 4.61 -0.18 -2.09
Br 5.45 1.28 -3.12
H 5.52 -1.89 -3.05
H 6.56 -1.15 -1.79
H 4.45 0.23 -1.09
H 3.65 -0.38 -2.56
Br -0.88 4.74 1.06
C -0.33 4.35 -0.73
C 1.15 3.91 -0.65
Br 1.85 3.46 -2.39
H -0.52 5.22 -1.38
H -0.95 3.50 -1.07
H 1.29 3.02 -0.05
H 1.77 4.69 -0.18
Br 2.85 0.98 1.10
C 1.93 -0.71 0.72
C 0.47 -0.59 0.27
Br 0.29 0.57 -1.27
H 1.92 -1.22 1.67
H 2.48 -1.30 -0.02
H -0.14 -0.20 1.10
H 0.18 -1.59 -0.06
C -8.01 -4.54 -4.67
C -6.92 -3.81 -4.01
O -7.39 -2.89 -2.97
P -7.38 -3.33 -1.46
O -8.11 -2.42 -0.60
O -5.85 -3.39 -1.08
C -5.03 -2.20 -0.77
C -3.62 -2.49 -0.80
O -7.82 -4.83 -1.49
C -8.34 -5.49 -0.24
C -7.19 -6.01 0.59
H -8.63 -5.14 -3.99
H -8.68 -3.89 -5.26
H -7.58 -5.23 -5.40
H -6.22 -4.56 -3.66
H -6.43 -3.12 -4.72
H -5.21 -1.39 -1.47
H -5.35 -1.91 0.24
H -3.00 -1.59 -0.72
H -3.31 -3.14 0.03
H -3.29 -2.98 -1.71
H -8.92 -4.77 0.33
H -8.94 -6.31 -0.64
H -6.46 -6.64 0.07
H -6.58 -5.31 1.15
H -7.59 -6.70 1.35
C 5.32 -4.67 -4.32
C 3.90 -4.47 -4.07
O 3.48 -3.23 -4.73
P 2.08 -2.68 -4.35
O 1.96 -2.27 -2.95
O 1.93 -1.54 -5.35
C 1.65 -0.19 -4.85
C 0.63 0.49 -5.77
O 1.17 -3.84 -4.83
C -0.28 -3.57 -5.26
C -1.00 -2.89 -4.14
H 5.91 -4.04 -3.67
H 5.60 -5.70 -4.10
H 5.63 -4.46 -5.34
H 3.37 -5.29 -4.59
H 3.66 -4.48 -3.01
H 1.24 -0.16 -3.84
H 2.59 0.38 -4.88
H 0.96 0.54 -6.80
H -0.32 -0.06 -5.70
H 0.60 1.42 -5.21
H -0.31 -2.95 -6.16
H -0.52 -4.60 -5.51
H -0.91 -3.33 -3.15
H -0.77 -1.83 -4.04
H -2.09 -2.92 -4.35
C -2.79 0.67 -3.46
C -3.22 1.89 -2.68
O -3.63 2.86 -3.67
P -3.56 4.43 -3.58
O -4.19 5.09 -4.71
O -4.03 4.85 -2.17
C -5.36 4.57 -1.63
C -6.31 5.47 -2.28
O -2.01 4.67 -3.41
C -1.23 4.58 -4.62
C -0.25 5.66 -4.77
H -3.51 0.40 -4.24
H -1.81 0.79 -3.94
H -2.73 -0.21 -2.81
H -4.09 1.60 -2.06
H -2.43 2.19 -1.99
H -5.55 3.50 -1.79
H -5.25 4.69 -0.56
H -6.48 5.39 -3.37
H -7.28 5.40 -1.78
H -5.99 6.49 -2.06
H -0.63 3.67 -4.51
H -1.80 4.56 -5.55
H 0.48 5.39 -5.53
H -0.74 6.60 -5.12
H 0.32 5.95 -3.88
C 5.77 3.59 5.64
C 5.16 4.68 4.88
O 5.04 4.24 3.48
P 3.96 4.90 2.58
O 2.56 4.99 3.02
O 4.64 6.31 2.36
C 3.79 7.48 2.03
C 4.58 8.41 1.23
O 4.18 4.22 1.19
C 5.50 4.12 0.54
C 5.19 4.32 -0.88
H 5.79 3.86 6.70
H 5.19 2.68 5.56
H 6.78 3.34 5.32
H 4.13 4.83 5.21
H 5.79 5.56 5.03
H 2.88 7.12 1.55
H 3.54 7.98 2.99
H 4.03 9.33 1.03
H 5.48 8.71 1.76
H 4.91 8.01 0.26
H 6.20 4.82 0.98
H 5.85 3.10 0.74
H 6.06 4.04 -1.43
H 4.35 3.68 -1.12
H 4.95 5.39 -1.02
C 1.78 -5.32 3.99
C 0.61 -4.41 3.66
O -0.35 -5.28 2.97
P -1.35 -4.66 1.95
O -2.27 -5.75 1.49
O -0.60 -3.88 0.87
C 0.03 -4.51 -0.32
C 1.39 -5.04 0.14
O -2.00 -3.43 2.69
C -3.06 -3.81 3.66
C -3.08 -2.71 4.66
H 2.35 -5.59 3.07
H 2.44 -4.75 4.62
H 1.48 -6.23 4.54
H 0.12 -4.09 4.60
H 0.93 -3.52 3.13
H -0.58 -5.38 -0.62
H 0.13 -3.78 -1.13
H 1.27 -5.80 0.92
H 1.89 -5.43 -0.76
H 1.97 -4.22 0.55
H -4.05 -3.87 3.17
H -2.87 -4.77 4.14
H -2.36 -2.83 5.47
H -2.87 -1.74 4.19
H -4.07 -2.69 5.14
```

Net charge = 0
Frontier orbital gap = 10.15 eV
SMILES = CCOP(=O)(OCC)OCC.CCOP(=O)(OCC)OCC.CCOP(=O)(OCC)OCC.CCOP(=O)(OCC)OCC.CCOP(=O)(OCC)OCC.BrCCBr.BrCCBr.BrCCBr.BrCCBr.BrCCBr.BrCCBr.BrCCBr
Lowest unoccupied orbital energy = 0.32 eV
Multiplicity = 1


[6]
The following is a DFT calculation (ωB97M-V with the def2-TZVPD basis set) of an isolated molecule of F2HOPS.

```
6
Properties=species:S:1:pos:R:3
O 1.27 -0.21 0.19
F -1.02 -0.17 1.35
F -0.68 -0.98 -0.75
P -0.24 0.36 0.03
S -0.67 2.10 -0.66
H 1.34 -1.09 -0.16
```

Net charge = 0
Energy relative to the best compared isomer or geometry (same formula, charge and spin) = 11.05 kcal per mole
Frontier orbital gap = 10.73 eV
SMILES = OP(F)(F)=S
Lowest unoccupied orbital energy = 0.21 eV
Multiplicity = 1